[1]
{"formula": "C5H7N", "method": "ωB97M-V with the def2-TZVPD basis set", "symbols": ["C", "C", "C", "C", "N", "C", "H", "H", "H", "H", "H", "H", "H"], "positions_angstrom": [[1.973, -0.604, -1.341], [1.528, -0.517, -0.111], [0.606, -0.004, 0.642], [-0.133, 1.190, 0.998], [-0.747, -0.154, 0.910], [-1.583, -0.498, -0.236], [1.389, -0.014, -2.046], [2.812, -1.167, -1.722], [-0.283, 1.878, 0.159], [-0.106, 1.639, 1.984], [-1.472, -1.566, -0.448], [-1.311, 0.056, -1.149], [-2.628, -0.294, 0.009]], "de_lowest_kj_mol": 393.80, "e_homo_ev": -8.7}

---

[2]
{"formula": "C5H7N", "method": "ωB97M-V with the def2-TZVPD basis set", "symbols": ["H", "N", "C", "C", "C", "C", "C", "H", "H", "H", "H", "H", "H"], "positions_angstrom": [[-2.457, -1.186, -2.031], [-2.105, -1.564, -1.174], [-1.350, -0.814, -0.489], [-0.115, -1.022, 0.815], [0.459, 0.067, 0.325], [1.614, 0.774, 0.855], [-0.574, 0.467, -0.718], [0.077, -1.668, 1.599], [2.210, 1.101, 0.125], [2.213, 0.222, 1.518], [1.471, 1.553, 1.506], [-1.325, 1.388, -0.529], [-0.117, 0.682, -1.803]], "de_lowest_kj_mol": 349.78, "e_homo_ev": -9.3}